# 1
Molecular formula: C5H8OS
Method: DFT, ωB97M-V/def2-TZVPD

HOMO energy = -7.94 eV
SMILES = C[C@@H]1C=CS[C@H]1O
relative energy (zero: lowest compared OMol25 entry of this formula, charge and spin) = 46.5 kcal/mol
electronic energy = -18195.28525 eV
gap between HOMO and LUMO = 0.3155 Eh
2S+1 = 1

Geometry as XYZ:
```
15
Properties=species:S:1:pos:R:3:forces:R:3:nbo_charge:R:1
C -0.71866 -0.19115 -1.55620 0.4 -2.6 -1.9 -0.62
C 0.23601 0.01030 -0.36364 -0.3 -1.1 -1.8 -0.30
C 0.80926 -1.26959 0.26839 -1.1 1.0 -0.6 -0.21
C 0.82507 -1.29471 1.59633 -1.1 1.9 -2.5 -0.35
S 0.04928 0.07998 2.30384 -1.2 1.7 0.1 0.05
C -0.49803 1.01275 0.53587 6.4 -3.2 1.8 0.13
O 0.21715 2.16914 0.38087 -1.3 1.6 1.7 -0.68
H -1.46856 -1.03584 -1.47238 0.4 1.2 0.6 0.22
H -0.26530 -0.49751 -2.54701 0.3 0.3 1.1 0.21
H -1.16716 0.73055 -1.83041 -0.8 0.8 0.1 0.21
H 1.20409 0.39630 -0.78538 -1.1 0.8 0.5 0.24
H 1.16752 -1.91033 -0.52251 0.4 -0.7 0.6 0.22
H 1.20994 -1.95053 2.27267 1.1 -2.0 1.4 0.23
H -1.51618 1.04541 0.56907 -2.7 0.2 -0.2 0.18
H -0.08443 2.70521 1.15048 0.6 0.2 -0.9 0.48
```
Forces are in eV/Å.



# 2
Molecular formula: C5H8OS
Method: DFT, ωB97M-V/def2-TZVPD

HOMO energy = -8.31 eV
SMILES = O[C@]12CSC[C@@H]1C2
relative energy (zero: lowest compared OMol25 entry of this formula, charge and spin) = 71.1 kcal/mol
electronic energy = -18194.22067 eV
gap between HOMO and LUMO = 0.3338 Eh
2S+1 = 1

Geometry as XYZ:
```
15
Properties=species:S:1:pos:R:3:forces:R:3:nbo_charge:R:1
O -0.49953 -1.09096 1.18584 0.3 1.0 1.9 -0.72
C -0.46325 -0.51982 -0.07710 0.4 -0.5 -1.6 0.19
C 0.78355 -1.11524 -0.72198 -0.8 -0.3 -2.1 -0.53
S 2.09840 -0.16406 0.09181 0.9 0.1 -0.1 0.16
C 1.00427 1.18434 0.70950 -0.7 0.1 0.1 -0.50
C -0.19156 0.98198 -0.22628 -0.6 0.0 2.2 -0.28
C -1.62419 0.42533 -0.26881 0.3 0.1 -0.2 -0.38
H -0.93472 -1.93988 1.13553 -0.2 -0.1 -0.2 0.48
H 0.94430 -2.14852 -0.48714 -0.1 -0.6 0.4 0.22
H 0.82139 -1.09254 -1.83771 0.0 0.5 0.8 0.22
H 0.82947 1.00975 1.77028 -0.2 0.1 -0.1 0.23
H 1.53806 2.11668 0.55282 -0.1 0.1 0.1 0.23
H 0.04439 1.36893 -1.18973 0.5 -0.6 -0.9 0.22
H -2.09107 0.46526 -1.25857 0.1 0.5 0.5 0.23
H -2.25951 0.51873 0.62156 0.1 -0.4 -0.6 0.24
```
Forces are in eV/Å.



# 3
Molecular formula: C5H8OS2
Method: DFT, ωB97M-V/def2-TZVPD

HOMO energy = -9.07 eV
relative energy (zero: lowest compared OMol25 entry of this formula, charge and spin) = 131.1 kcal/mol
electronic energy = -29026.99585 eV
gap between HOMO and LUMO = 0.2696 Eh
2S+1 = 1

Geometry as XYZ:
```
16
Properties=species:S:1:pos:R:3:forces:R:3:nbo_charge:R:1
C -0.49579 1.08559 1.19318 -0.2 -0.3 -0.7 -0.68
C 0.80759 0.47006 0.63718 0.0 -3.9 0.2 0.08
C 0.64815 -0.00706 -0.81100 -0.1 0.1 0.1 -0.60
C -0.61103 -0.62774 -1.03819 -4.6 -2.6 -1.8 -0.06
C -1.00655 -1.92545 -0.44872 -2.2 0.5 1.4 -0.39
H -1.21973 0.04950 1.69140 2.0 3.9 -1.5 0.25
H -0.99447 1.59734 0.04067 0.9 -1.2 4.2 0.22
H -0.03702 1.92260 1.96252 -2.1 -2.1 -1.7 0.26
H 1.21147 -0.58399 1.03744 -1.5 2.2 0.5 0.19
H 1.67906 2.03797 -0.08186 1.7 -3.0 3.7 0.45
H 1.44360 -0.74743 -0.91854 0.1 0.4 -0.9 0.28
H 0.39739 0.69860 -1.58608 2.0 1.7 -0.3 0.25
H -2.17622 -2.14131 -0.25791 2.8 0.5 -0.8 0.25
O 1.92968 1.24005 0.72588 -0.5 5.2 -3.8 -0.68
S -1.74579 -0.20493 -2.20274 1.2 0.2 1.1 0.07
S 0.16966 -2.86381 0.05676 0.5 -1.5 0.4 0.12
```
Forces are in eV/Å.



# 4
Molecular formula: C5H8OS2
Method: DFT, ωB97M-V/def2-TZVPD

HOMO energy = -8.59 eV
SMILES = C[C@@]12SCS[C@H]1[C@H]2O
relative energy (zero: lowest compared OMol25 entry of this formula, charge and spin) = 72.4 kcal/mol
electronic energy = -29029.54214 eV
gap between HOMO and LUMO = 0.3393 Eh
2S+1 = 1

Geometry as XYZ:
```
16
Properties=species:S:1:pos:R:3:forces:R:3:nbo_charge:R:1
C -1.01647 -1.10360 -0.10411 0.4 0.5 0.4 -0.65
C -0.53181 0.35071 0.20602 0.3 -0.7 0.2 -0.22
S -0.05322 0.59138 1.93126 0.9 -0.7 -0.8 0.20
C 1.62868 -0.34756 1.52488 -0.5 0.6 1.9 -0.67
S 1.94254 -0.43943 -0.22466 0.0 0.1 -1.4 0.27
C 0.72804 0.82334 -0.58696 -0.5 -0.2 0.2 -0.46
C -0.70782 1.19336 -1.02892 -0.2 -0.2 0.8 0.16
O -1.50097 0.72152 -2.04700 0.2 2.0 0.1 -0.66
H -0.72820 -1.82679 0.66490 0.3 0.3 -0.2 0.24
H -0.56702 -1.41906 -1.05254 -0.1 -0.3 0.2 0.20
H -2.11081 -1.17261 -0.14899 0.2 0.3 -0.2 0.23
H 2.43105 0.18014 2.08312 -0.6 -0.2 -0.4 0.23
H 1.58025 -1.37131 1.91003 -0.1 0.2 0.0 0.22
H 1.12870 1.77954 -0.24633 -0.2 -0.3 0.2 0.23
H -0.85190 2.24215 -0.81067 0.0 0.2 -0.7 0.22
H -1.37104 -0.20179 -2.07003 0.0 -1.7 -0.4 0.48
```
Forces are in eV/Å.



# 5
Molecular formula: C5H8P2
Method: DFT, ωB97M-V/def2-TZVPD

HOMO energy (alpha / beta) = -8.34 / -8.35 eV
relative energy (zero: lowest compared OMol25 entry of this formula, charge and spin) = 91.5 kcal/mol
electronic energy = -23886.60431 eV
gap between HOMO and LUMO (alpha / beta) = 0.2904 / 0.2905 Eh
2S+1 = 1

Geometry as XYZ:
```
15
Properties=species:S:1:pos:R:3:forces:R:3:nbo_charge:R:1
C 0.26185 2.06560 0.17272 -1.5 2.3 0.5 -0.35
C -0.45205 1.31145 0.97498 2.0 -3.4 -3.3 -0.09
C 1.28692 1.63744 -0.68729 -1.3 -5.2 0.2 -0.53
C 0.11358 -0.69564 -0.08927 -1.3 3.1 1.6 -0.58
C -1.09298 -1.13648 -0.88377 -0.1 0.9 -0.5 -0.69
P 1.52493 -0.03253 -1.02628 -0.4 1.4 0.3 0.66
P 0.74636 -1.41681 1.42124 0.0 -1.6 0.1 0.36
H 0.01401 3.14303 0.06268 0.4 -0.3 0.6 0.22
H -1.20605 1.49834 1.65325 -1.5 0.3 1.2 0.19
H 2.07941 2.20484 -0.87314 2.9 2.9 -1.4 0.21
H -0.74762 -2.10259 -1.32010 -0.4 0.7 -0.5 0.23
H -1.25387 -0.23310 -1.64036 -0.2 -2.4 1.2 0.23
H -2.02254 -1.41702 -0.30228 1.1 0.8 -0.5 0.23
H 1.15169 -2.63757 0.78158 0.5 0.1 0.1 -0.07
H -0.40363 -2.18896 1.75605 -0.2 0.5 0.3 -0.03
```
Forces are in eV/Å.



# 6
Molecular formula: C5H8P2
Method: DFT, ωB97M-V/def2-TZVPD

HOMO energy = -8.03 eV
SMILES = [PH2]#[PH]C1=CC=CC1
relative energy (zero: lowest compared OMol25 entry of this formula, charge and spin) = 25.2 kcal/mol
electronic energy = -23889.47938 eV
gap between HOMO and LUMO = 0.3233 Eh
2S+1 = 1

Geometry as XYZ:
```
15
Properties=species:S:1:pos:R:3:forces:R:3:nbo_charge:R:1
P 2.65804 0.52936 0.60554 -0.7 0.1 0.8 0.04
P 1.62856 -0.97350 -0.67476 1.3 -0.1 0.5 0.36
C 0.07400 -0.26440 -0.33405 -3.7 -0.4 1.8 -0.34
C -0.48479 0.88219 -0.77776 1.8 -1.6 -0.2 -0.23
C -1.78614 1.08583 -0.32544 -3.0 1.9 1.2 -0.24
C -2.11613 0.14920 0.54789 2.7 -0.8 -1.3 -0.15
C -1.03228 -0.85404 0.65211 -0.3 -0.5 -3.5 -0.47
H 3.80621 -0.08150 0.25910 1.8 -1.0 0.3 -0.03
H 3.10742 1.50715 -0.25048 -0.3 0.9 -1.0 -0.02
H 1.72145 -1.71667 0.56137 -0.2 -0.1 -0.7 -0.02
H 0.06108 1.56172 -1.31926 1.0 1.6 -1.6 0.21
H -2.46158 1.95302 -0.44131 0.8 -0.4 -0.5 0.22
H -2.89156 0.04279 1.16769 -3.3 0.0 1.9 0.20
H -0.73321 -0.93734 1.63916 1.1 -0.3 2.0 0.24
H -1.49477 -1.85117 0.35015 0.9 0.9 0.2 0.24
```
Forces are in eV/Å.



# 7
Molecular formula: C5H8S
Method: DFT, ωB97M-V/def2-TZVPD

HOMO energy = -8.56 eV
SMILES = CC1(C=S)CC1
relative energy (zero: lowest compared OMol25 entry of this formula, charge and spin) = 50.0 kcal/mol
electronic energy = -16147.46953 eV
gap between HOMO and LUMO = 0.3074 Eh
2S+1 = 1

Geometry as XYZ:
```
14
Properties=species:S:1:pos:R:3:forces:R:3:nbo_charge:R:1
C -1.07901 1.18022 -0.18412 0.9 -2.0 0.0 -0.60
C 0.10673 0.14453 -0.02456 -3.0 -0.3 0.0 -0.18
C 1.35728 0.76151 0.28216 3.4 -3.0 -2.5 -0.19
S 2.81260 0.12220 -0.24623 -1.2 0.6 0.8 -0.04
C -0.19786 -1.17280 0.73094 0.5 0.0 1.8 -0.37
C 0.03569 -1.19033 -0.75434 -0.4 0.0 -0.5 -0.41
H -2.03978 0.89055 0.27763 0.8 0.1 0.6 0.21
H -1.38667 1.16510 -1.24652 0.8 1.1 0.3 0.22
H -0.52566 1.98949 0.30163 -1.5 1.0 -0.7 0.22
H 1.50979 1.65353 0.77233 -0.6 2.0 1.3 0.20
H -1.23054 -1.17414 1.11707 0.5 -0.3 -0.5 0.22
H 0.51750 -1.49300 1.58775 -0.9 0.4 -2.1 0.23
H 0.99669 -1.51305 -1.19917 -0.8 -0.1 0.6 0.26
H -0.87675 -1.36382 -1.41457 1.3 0.4 1.0 0.23
```
Forces are in eV/Å.



# 8
Molecular formula: C5H8S
Method: DFT, ωB97M-V/def2-TZVPD

HOMO energy = -8.42 eV
SMILES = CC1CC(=S)C1
relative energy (zero: lowest compared OMol25 entry of this formula, charge and spin) = 48.1 kcal/mol
electronic energy = -16147.55206 eV
gap between HOMO and LUMO = 0.3199 Eh
2S+1 = 1

Geometry as XYZ:
```
14
Properties=species:S:1:pos:R:3:forces:R:3:nbo_charge:R:1
C 0.64710 0.76468 1.35355 -1.1 1.8 1.7 -0.61
C -0.40166 -0.13893 0.66905 5.0 -0.1 -2.5 -0.19
C 0.58687 -0.96857 -0.38985 -2.5 -2.2 -0.7 -0.46
C -0.50843 -0.66096 -1.47052 0.1 -1.4 0.5 -0.04
S -1.05615 -1.29222 -2.84230 0.3 0.0 0.2 0.05
C -1.00337 0.43520 -0.62384 -3.7 -1.1 1.5 -0.50
H 1.23038 0.21554 2.15397 -0.6 0.7 -1.0 0.22
H 1.34117 1.23117 0.61209 -0.5 -0.7 0.5 0.20
H 0.14175 1.69839 1.81866 0.7 -1.5 -0.2 0.20
H -0.88937 -0.87341 1.24208 -1.0 -0.4 0.8 0.22
H 1.38393 -0.41445 -0.79484 1.4 1.1 0.3 0.22
H 0.98299 -2.02797 -0.24843 -0.9 1.2 0.0 0.23
H -2.05872 0.82044 -0.66028 0.9 -0.7 -0.1 0.23
H -0.39647 1.21109 -0.81936 2.0 3.2 -0.9 0.23
```
Forces are in eV/Å.



> Among the records above, which one has the lowest relative energy (zero: lowest compared OMol25 entry of this formula, charge and spin)?

number 6



> Look up the electronic energy of the sixth one.

-23889.47938 eV